Record 1
Formula: C29H37F3N2O
Source: the OMol25 dataset
Level of theory: ωB97M-V/def2-TZVPD

Geometry as XYZ:
```
72
Properties=species:S:1:pos:R:3:forces:R:3
F -3.67696 0.17353 0.94582 0.936 -1.149 -0.351
F -3.73926 -1.80895 -0.01414 0.958 0.904 0.625
F -2.76753 -1.57191 1.95736 -0.174 0.743 -1.488
O -0.68956 1.65268 -4.78373 -0.174 -0.958 2.015
N 1.38122 -3.36707 1.64925 0.696 -0.009 1.041
N 1.78955 -1.88707 3.16318 -0.012 -1.423 -1.303
C -2.91545 -0.96597 0.72153 -2.586 -0.699 1.615
C 2.73399 -3.50284 1.99982 -0.250 0.196 -0.585
C 1.67622 0.89959 -3.31444 -0.277 -0.048 0.106
C -4.79974 1.12161 -3.45595 -0.014 -0.042 0.093
C 0.53366 -0.94351 4.98844 0.564 0.399 0.311
C -3.35851 2.90472 -4.38501 0.220 0.143 0.069
C -0.07280 0.10565 -1.60796 1.135 0.149 -0.415
C 0.37610 0.05508 5.95738 0.446 0.093 -0.542
C -1.41797 -0.10435 -1.12206 -0.564 -0.865 1.782
C 1.90299 0.15353 -4.63401 -0.217 -0.168 -0.140
C 1.59530 -0.83352 4.07920 -0.017 0.539 0.673
C -2.28415 0.93514 -3.20126 -0.967 -0.493 1.064
C -0.35923 -2.13309 4.97970 -0.835 -0.311 0.379
C 0.72354 -4.13001 0.61091 -0.254 -0.213 -0.337
C -0.89747 1.12390 -3.66619 0.325 0.988 -2.110
C -3.44816 1.39780 -4.10715 0.168 -0.008 0.035
C 2.71140 0.39869 -2.30714 -0.021 -0.006 0.035
C 0.76560 -2.44246 2.41941 0.168 0.916 -0.794
C 0.22399 0.68491 -2.80601 0.587 -0.451 0.869
C 3.00126 -2.54237 2.89850 -0.449 0.074 0.505
C 2.47701 0.25819 4.09532 -0.669 0.053 0.517
C -1.61880 -0.71774 0.11692 1.281 1.500 -2.978
C 2.26892 1.24897 5.06395 -0.114 -0.383 -0.195
C 3.58734 0.41172 3.10864 0.485 0.411 -0.160
C -2.49202 0.35100 -1.98276 -0.480 0.418 -0.816
C 1.94828 2.38612 -3.56985 -0.203 0.223 0.051
C 1.03796 2.24370 7.00043 0.028 0.206 0.227
C -3.41285 0.66055 -5.45291 0.217 -0.153 -0.072
C 1.23072 1.15931 5.99065 0.026 -0.298 -0.286
H 3.91008 -2.29110 3.41429 -0.012 -0.149 -0.016
H -2.42605 3.14426 -4.90206 -0.220 0.042 0.090
H -3.49502 0.19544 -1.59327 0.126 0.115 -0.276
H 3.71496 0.57603 -2.71704 -0.230 -0.055 0.123
H 2.93796 0.30549 -4.96349 -0.166 -0.044 0.053
H -0.41077 -0.03573 6.70318 0.049 0.006 -0.178
H 1.81114 2.96430 -2.65130 0.050 0.031 -0.063
H 2.98337 2.51064 -3.91014 -0.164 -0.002 0.071
H -1.07949 -2.02758 5.80011 0.048 -0.086 -0.166
H -4.25657 0.99450 -6.07052 0.140 -0.109 0.126
H -0.32160 -3.79710 0.52960 0.408 -0.174 0.216
H 1.22525 0.52649 -5.40536 0.177 -0.113 0.078
H 2.60410 -0.67692 -2.12846 0.051 0.121 0.065
H -4.20256 3.20539 -5.01927 0.146 -0.033 0.162
H 3.25215 0.29436 2.06965 0.072 -0.161 0.243
H 1.94569 2.36940 7.60588 -0.258 0.018 -0.037
H 1.20365 -3.95320 -0.35993 -0.014 0.025 0.214
H 0.19134 -3.07026 5.15980 -0.085 0.265 -0.248
H 3.99348 1.42509 3.20903 -0.009 -0.202 -0.106
H -5.60129 1.45683 -4.12537 0.168 -0.064 0.129
H 2.63287 0.93958 -1.35763 0.049 -0.132 -0.051
H 1.73330 -0.91911 -4.50150 0.048 0.025 -0.066
H -4.93114 0.04907 -3.27701 -0.099 0.140 0.063
H -3.40154 3.46884 -3.44650 -0.030 0.009 -0.138
H 0.19858 1.98757 7.65345 0.160 0.228 0.011
H -0.77013 -1.03534 0.70024 0.157 -0.114 0.244
H 0.71178 -0.24403 -0.92400 -0.169 0.222 -0.447
H -4.89256 1.66942 -2.51199 -0.103 -0.139 -0.064
H 0.76548 -5.21086 0.81028 -0.092 0.332 0.056
H 3.37543 -4.24731 1.56547 0.067 0.006 -0.082
H -2.48149 0.87557 -5.98256 -0.222 -0.088 0.027
H 4.41586 -0.28226 3.30234 -0.195 0.200 -0.180
H 1.27265 2.77342 -4.33586 0.178 0.000 0.135
H -3.49309 -0.42112 -5.29699 -0.032 0.099 -0.095
H 2.93500 2.11380 5.08952 -0.151 -0.197 -0.029
H 0.83373 3.20463 6.50802 -0.015 -0.210 0.172
H -0.89912 -2.21374 4.02356 0.209 -0.088 0.526
```
Forces are in eV/Å.

Calculated values
* E_LUMO: -1.39 eV
* multiplicity: 1
* E: -1611.55401 hartree
* molar mass: 486.6 Da

Per-atom Löwdin charges, elementary charge units: 0.10, 0.10, 0.09, 0.04, -0.17, -0.05, -0.52, -0.06, -0.54, -0.07, -0.19, -0.04, 0.04, 0.00, -0.16, -0.05, -0.14, -0.05, -0.06, -0.05, -0.25, -0.55, -0.07, -0.01, -0.05, -0.05, -0.20, 0.10, -0.01, -0.05, 0.05, -0.05, -0.06, -0.04, -0.28, 0.11, 0.08, 0.10, 0.09, 0.09, 0.11, 0.09, 0.09, 0.08, 0.09, 0.09, 0.08, 0.08, 0.09, 0.09, 0.08, 0.09, 0.10, 0.08, 0.09, 0.09, 0.09, 0.09, 0.09, 0.07, 0.09, 0.12, 0.09, 0.09, 0.11, 0.08, 0.07, 0.08, 0.09, 0.12, 0.09, 0.05



Record 2
Formula: C29H37F4OSn
Source: the OMol25 dataset
Level of theory: ωB97M-V/def2-TZVPD

Geometry as XYZ:
```
72
Properties=species:S:1:pos:R:3:forces:R:3
Sn 1.59391 0.12197 -2.61314 0.136 -0.438 -0.289
F 2.57436 2.36122 4.70652 0.094 -0.031 0.100
F 0.56899 -1.76243 5.92412 0.086 0.103 0.049
F -4.78220 -2.34911 4.29515 -0.116 0.089 -0.024
F -6.55729 1.36242 1.93209 -0.116 -0.058 0.032
O -0.52105 1.32220 -0.72720 -0.143 1.356 0.572
C 1.49312 1.54983 4.73122 -1.531 -0.577 -0.386
C 0.47584 -0.53940 5.35357 -0.211 1.214 -0.799
C 0.18636 3.42223 -0.21263 -1.496 -0.842 0.478
C 3.52583 -0.42839 -1.87019 -0.058 0.232 -0.108
C 1.11164 2.81874 -1.06545 0.699 -0.645 -0.744
C -4.33138 1.43683 2.72640 -0.949 0.286 -0.445
C 0.06759 -2.09636 -1.24454 -0.181 -0.229 0.407
C 0.31732 1.94480 4.13786 0.944 0.506 0.144
C -0.87185 -3.30394 -1.16680 -0.004 0.047 -0.145
C 0.48420 1.23276 -5.18448 -0.246 0.067 -0.249
C 1.57470 0.30412 5.33211 1.300 -0.622 0.783
C -5.68135 -0.49206 3.12210 -1.373 -0.902 -0.035
C 3.41222 -0.95625 -0.43924 0.081 -0.043 0.416
C -5.53244 0.78044 2.59475 1.544 -0.249 0.562
C -1.03019 -3.83056 0.25178 -0.085 -0.037 0.127
C 1.84162 0.79818 -4.63039 0.126 0.060 0.158
C 0.27239 -1.56488 -2.64734 0.157 0.246 -0.218
C 0.43384 2.71577 -5.56421 0.151 -0.074 0.071
C 0.66697 1.55953 -1.36533 0.594 0.317 -0.210
C -4.63510 -1.10013 3.79675 0.388 1.282 -0.608
C -0.80166 2.47617 -0.03196 0.643 1.037 0.051
C -0.69221 -0.13509 4.75809 -1.431 -2.402 0.600
C -0.92071 3.14425 -6.10332 -0.129 0.102 -0.033
C -0.81584 1.11015 4.12726 -0.693 0.178 -0.255
C -3.44093 -0.43614 3.92147 1.290 -2.131 1.434
C -3.24058 0.84526 3.39059 0.732 0.357 0.170
C -2.01271 1.53943 3.50615 -0.020 -0.074 -0.065
C 3.82276 -2.42744 -0.30403 0.041 0.136 -0.138
C 3.64522 -2.96839 1.10511 -0.023 -0.098 0.118
H -1.19477 2.57466 -6.99293 0.044 -0.053 -0.040
H -1.69176 2.60523 0.57023 -0.007 -0.804 -0.206
H 4.22232 -2.39101 1.82934 0.012 0.052 -0.021
H -1.65349 -0.82618 4.73674 6.204 1.747 1.405
H 0.70172 3.32443 -4.69060 -0.106 -0.124 0.003
H 4.86716 -2.53836 -0.62283 -0.035 0.097 0.072
H -0.30216 1.02236 -4.44664 -0.115 0.216 -0.153
H 0.27113 2.91635 3.68520 -0.055 0.352 -0.228
H -4.23895 2.42506 2.31919 0.087 0.390 -0.164
H -0.31008 -1.29226 -0.59811 -0.073 -0.157 -0.052
H 3.25181 -3.03738 -1.01624 -0.086 0.085 0.061
H -0.93628 4.20146 -6.37651 0.032 -0.017 0.030
H -1.85050 -3.03358 -1.58338 0.066 0.081 0.113
H 0.69911 -2.32196 -3.30885 -0.015 -0.079 -0.017
H 3.94594 -1.17799 -2.54581 0.009 -0.001 0.013
H -1.70948 2.98453 -5.36639 0.018 -0.007 0.058
H 2.38464 -0.82408 -0.07560 0.158 -0.189 0.175
H 4.01433 -0.34426 0.24652 0.010 -0.171 -0.108
H 0.20969 0.62109 -6.05556 0.076 0.160 0.030
H 1.03578 -2.37359 -0.81101 -0.079 -0.124 -0.023
H -0.49838 -4.09930 -1.82492 0.094 0.055 0.068
H -1.97705 2.50836 3.04223 0.000 0.393 -0.114
H 2.27976 -0.03119 -5.19284 -0.038 0.066 0.027
H -1.69421 -4.69648 0.29778 0.005 0.032 -0.046
H 3.96754 -4.00879 1.18700 -0.006 0.018 -0.051
H -6.61278 -1.01475 2.99889 -0.278 -0.141 -0.024
H 1.21785 2.92447 -6.30343 -0.084 -0.105 -0.008
H -1.44148 -3.06750 0.91497 -0.014 0.033 -0.029
H 2.49998 -0.01327 5.77814 0.272 -0.086 0.140
H -0.07013 -4.13417 0.67336 0.069 0.000 -0.039
H 4.16655 0.45472 -1.94269 0.017 -0.093 0.042
H 0.23444 4.41314 0.20893 -0.150 -0.092 0.081
H 2.02369 3.26576 -1.43010 0.053 -0.102 -0.062
H 2.57009 1.61269 -4.65166 -0.043 0.011 -0.075
H -2.51295 -0.92033 4.47501 -6.146 0.398 -2.354
H 2.60123 -2.92344 1.41993 -0.034 0.036 -0.020
H -0.67170 -1.24012 -3.09021 -0.063 -0.038 -0.003
```
Forces are in eV/Å.

Calculated values
* E_LUMO: 2.13 eV
* energy relative to the best compared isomer or geometry (same formula, charge and spin): 40.43 kcal per mole
* multiplicity: 1
* E: -1816.13460 hartree
* molar mass: 596.3 Da
* total charge: -1

Per-atom Löwdin charges, elementary charge units: 1.31, 0.04, 0.04, 0.04, 0.04, -0.04, -0.30, -0.29, -0.08, -0.30, -0.13, -0.01, -0.32, 0.00, -0.27, -0.33, -0.01, -0.01, -0.32, -0.31, -0.11, -0.31, -0.29, -0.29, -0.34, -0.29, -0.09, 0.02, -0.12, -0.24, 0.01, -0.24, -0.09, -0.29, -0.11, 0.07, 0.11, 0.07, 0.07, 0.11, 0.11, 0.08, 0.11, 0.10, 0.11, 0.10, 0.07, 0.11, 0.05, 0.05, 0.07, 0.08, 0.11, 0.11, 0.08, 0.10, 0.07, 0.05, 0.07, 0.07, 0.10, 0.11, 0.08, 0.10, 0.06, 0.04, 0.10, 0.10, 0.04, 0.07, 0.07, 0.05



Record 3
Formula: C29H37IN7O3PSn
Source: the OMol25 dataset
Level of theory: ωB97M-V/def2-TZVPD

Geometry as XYZ:
```
79
Properties=species:S:1:pos:R:3:forces:R:3
I -3.31138 -0.68012 -1.35897 -0.175 -0.023 -0.117
Sn -0.28248 0.27792 0.45179 0.836 0.717 0.655
P -0.85119 -3.31012 1.04991 -0.193 -0.326 0.224
O -0.54205 -2.06886 0.25952 0.254 0.746 -0.180
O 1.76113 0.56875 -0.14810 -0.748 -0.693 -0.343
O 7.53018 3.59321 -5.12979 0.035 -0.032 -0.017
N -0.42299 0.53408 2.33023 -0.032 -0.244 0.864
N 0.55968 -3.96694 1.59280 0.156 0.279 0.240
N 0.10994 2.66063 -0.00780 -0.375 0.184 0.013
N 4.78755 6.21144 -1.03322 -0.261 -0.013 -0.515
N 3.76093 5.78960 -0.48027 0.315 -0.367 0.404
N -1.65512 -4.38565 0.08571 0.153 -0.039 -0.072
N -1.86590 -3.16319 2.35960 0.151 0.742 -0.221
C 2.26067 1.77771 -0.28884 0.187 0.016 -0.044
C 8.93530 3.43706 -5.05552 -0.025 -0.007 -0.030
C 4.12176 3.31014 -0.58411 -0.003 0.005 0.175
C 1.92662 4.23116 -0.28676 -0.108 0.213 -0.165
C -2.39510 -5.52585 0.61152 -0.006 0.092 -0.025
C -0.73650 3.65550 0.12006 0.206 0.117 0.043
C 5.52431 4.28807 -4.15500 -0.020 -0.021 -0.016
C 6.85936 5.50373 -2.06140 0.164 -0.075 0.076
C 7.58998 4.86505 -3.06230 0.013 0.042 0.115
C 0.99135 5.28720 -0.16697 0.059 -0.054 0.037
C 1.68175 1.61298 3.11444 0.082 -0.112 -0.001
C 3.31406 4.42296 -0.51852 0.055 0.180 -0.261
C 4.81206 4.88438 -3.13957 -0.031 0.132 -0.055
C 0.16344 0.57390 4.64386 -0.030 0.182 0.176
C 6.92064 4.24420 -4.10582 -0.049 0.029 0.016
C -1.04096 -4.64101 -1.21646 -0.091 0.083 0.057
C -1.22824 -2.49297 3.51797 0.003 -0.152 0.074
C -0.32918 5.00091 0.04007 -0.038 -0.082 -0.018
C -3.13053 -2.47470 2.02722 0.001 -0.181 0.081
C 2.46020 2.03651 4.18029 -0.079 -0.025 -0.036
C 3.61207 2.00811 -0.46096 0.053 -0.099 0.040
C 0.53009 -5.09731 2.51536 0.031 -0.041 -0.236
C 1.41857 2.92540 -0.20368 -0.102 -0.136 -0.056
C 5.48104 5.47630 -2.06490 -0.191 -0.021 0.212
C 0.48844 0.89426 3.31060 -0.359 -0.274 -0.388
C 2.07842 1.77042 5.48889 0.096 0.039 0.039
C -2.16526 0.82470 -0.41679 0.500 -0.681 -0.664
C 1.79366 -3.18253 1.64348 -0.060 -0.076 0.021
C 0.92602 1.02838 5.70839 -0.031 -0.131 -0.069
H 2.67115 2.12757 6.32103 0.018 -0.021 -0.007
H -1.77209 3.40175 0.30782 -0.011 0.026 -0.011
H -2.75383 -5.30795 1.61325 -0.017 -0.016 0.010
H 3.73082 4.91411 -3.18163 0.006 -0.034 0.004
H 1.34704 6.30672 -0.22924 -0.021 -0.007 0.009
H -0.35951 -5.49784 -1.17607 -0.007 -0.010 0.012
H 2.63238 -3.79494 1.30609 -0.002 -0.011 0.002
H -1.96264 -2.44435 4.32282 0.008 -0.068 0.009
H 5.18941 3.43768 -0.69180 0.017 -0.054 -0.039
H 7.37129 6.00766 -1.25020 -0.003 0.002 -0.038
H -0.48690 -5.46539 2.63696 0.010 -0.029 0.002
H 1.15685 -5.91140 2.14422 0.012 -0.007 -0.001
H 8.66933 4.87550 -3.01732 -0.016 0.006 0.007
H 2.00189 -2.83636 2.66149 -0.030 0.003 -0.003
H -0.90651 -1.47584 3.27581 -0.069 -0.018 -0.084
H -3.25586 -5.72400 -0.03053 0.005 -0.013 -0.024
H 2.00342 1.81532 2.10458 0.048 0.094 -0.003
H 9.22794 2.92234 -4.13686 -0.003 0.015 0.012
H -0.48473 -3.76297 -1.53617 -0.021 -0.003 -0.052
H -3.85488 -2.65942 2.82210 0.023 -0.013 0.000
H 3.37472 2.58451 3.98464 -0.015 0.028 -0.013
H -0.73554 -0.00466 4.81915 -0.011 0.088 0.053
H -2.74083 1.25932 0.39165 0.030 0.014 0.055
H -1.06601 5.78598 0.13755 0.016 -0.002 0.037
H 5.02371 3.84219 -5.00543 0.004 -0.007 0.045
H 1.71026 -2.31693 0.99411 0.055 0.000 -0.022
H -3.52835 -2.84588 1.08585 -0.032 -0.038 0.013
H 0.62789 0.78741 6.72269 -0.029 0.006 -0.015
H 9.44807 4.40006 -5.11405 0.003 0.011 0.010
H -1.77734 -6.43097 0.64165 0.011 0.008 -0.002
H -2.97941 -1.39481 1.93555 0.021 0.005 0.040
H 0.90551 -4.80258 3.49919 -0.011 0.009 0.011
H 9.21657 2.82917 -5.90991 0.004 0.002 -0.028
H -0.37312 -3.06769 3.86731 -0.036 -0.023 0.032
H 4.27725 1.15429 -0.47566 0.027 0.050 -0.034
H -1.81844 -4.84548 -1.95395 -0.009 -0.009 -0.006
H -1.89384 1.54528 -1.17763 -0.314 0.125 -0.020
```
Forces are in eV/Å.

Calculated values
* E_LUMO: -0.29 eV
* energy relative to the best compared isomer or geometry (same formula, charge and spin): 17.51 kcal per mole
* multiplicity: 1
* E: -2589.58996 hartree
* molar mass: 808.3 Da

Per-atom Löwdin charges, elementary charge units: 0.79, 1.24, 0.53, -0.41, -0.19, -0.08, -0.20, -0.29, 0.03, 0.07, 0.07, -0.30, -0.28, -0.37, -0.08, -0.01, -0.09, -0.11, -0.10, 0.01, -0.03, -0.02, 0.02, -0.05, -0.22, -0.03, -0.07, -0.29, -0.10, -0.09, -0.03, -0.12, -0.10, 0.02, -0.10, -0.17, -0.30, -0.43, -0.13, -0.83, -0.08, -0.11, 0.09, 0.11, 0.07, 0.12, 0.11, 0.09, 0.09, 0.09, 0.12, 0.12, 0.07, 0.09, 0.10, 0.09, 0.03, 0.09, 0.07, 0.10, 0.07, 0.09, 0.10, 0.09, -0.02, 0.11, 0.12, 0.06, 0.04, 0.09, 0.09, 0.08, 0.07, 0.08, 0.09, 0.07, 0.12, 0.09, -0.04



| no. | highest occupied orbital energy (eV) |
| --- | --- |
| 1 | -8.43 |
| 2 | -2.58 |
| 3 | -6.46 |